Formula: C6H13N3
Source: the Open Molecules 2025 dataset
Level of theory: wB97M-V/def2-TZVPD

Geometry as ORCA input:
```
! RIJCOSX wB97M-V def2-TZVPD def2/J DEFGRID3
* xyz 0 1
C 1.44 1.99 0.19
C -1.62 -1.79 0.80
C -0.10 0.21 -1.98
C -0.13 0.34 1.08
C -0.71 -0.68 0.38
C 0.22 -0.64 -0.77
N -0.55 1.00 2.22
N 0.94 -1.77 -1.08
N 1.03 0.61 0.39
H -1.55 1.11 2.34
H -0.02 1.82 2.48
H 1.23 -1.96 -2.02
H 1.25 -2.33 -0.29
H 2.10 2.03 -0.68
H 2.02 2.36 1.04
H 0.60 2.69 0.01
H -1.10 -2.75 0.93
H -2.43 -1.96 0.08
H -2.07 -1.55 1.76
H -0.61 1.12 -1.68
H -0.75 -0.35 -2.65
H 0.81 0.48 -2.53
*
```

Its HOMO-LUMO gap is 0.2892 Eh. The calculation puts the largest force on an atom at 0.85 eV Å⁻¹. The value obtained for the LUMO energy is 1.0 eV. Its relative energy (zero: lowest compared OMol25 entry of this formula, charge and spin) is 44.8 kcal per mole.



Formula: C6H13N3O
Source: the Open Molecules 2025 dataset
Level of theory: wB97M-V/def2-TZVPD

Geometry as ORCA input:
```
! RIJCOSX wB97M-V def2-TZVPD def2/J DEFGRID3
* xyz 0 1
C 2.06 -1.42 0.06
C 1.79 -0.09 -0.01
C 0.83 0.59 0.94
C -0.46 1.11 0.25
C -0.74 0.53 -1.13
N -1.27 -0.82 -0.78
C -2.14 -0.41 0.24
N -3.29 -1.03 0.39
N -1.71 0.67 0.94
H 3.06 -1.79 0.29
H 1.28 -2.18 -0.10
H 2.25 0.55 -0.80
H 1.38 1.40 1.40
H 0.54 -0.16 1.69
H -0.37 2.19 0.11
H 0.02 0.57 -1.90
H -1.63 1.07 -1.48
H -0.58 -1.35 -0.23
H -3.77 -1.14 1.27
H -3.73 -1.40 -0.44
H -1.56 0.52 1.93
O 3.67 1.62 -1.32
H 4.39 0.97 -1.31
*
```

Its HOMO-LUMO gap is 0.1319 Eh. The calculation puts the largest force on an atom at 2.36 eV Å⁻¹. The value obtained for the LUMO energy is -1.5 eV. Its relative energy (zero: lowest compared OMol25 entry of this formula, charge and spin) is 200.0 kcal per mole.



Formula: C6H13N3O
Source: the Open Molecules 2025 dataset
Level of theory: wB97M-V/def2-TZVPD

Geometry as ORCA input:
```
! RIJCOSX wB97M-V def2-TZVPD def2/J DEFGRID3
* xyz 0 1
C 1.29 -1.71 -0.89
C 1.22 1.52 -1.15
C 0.73 -1.02 0.33
C 0.81 1.28 0.27
N 1.54 1.64 1.26
O 0.99 -1.39 1.45
H 1.10 1.51 2.17
H 0.75 -1.45 -1.80
H 2.33 -1.39 -1.01
H 1.29 -2.79 -0.74
H 1.10 2.59 -1.39
H 2.28 1.28 -1.26
H 0.63 0.94 -1.85
C -1.90 -0.90 1.20
C -1.24 -0.20 0.04
N -0.73 1.28 0.39
N -1.61 -0.26 -1.19
H -0.99 1.51 1.35
H -1.18 1.89 -0.30
H -2.16 -1.09 -1.38
H -2.82 -0.37 1.47
H -2.17 -1.92 0.92
H -1.26 -0.96 2.08
*
```

Its HOMO-LUMO gap (spin up / spin down) is 0.2565 / 0.2566 Eh. The calculation puts the largest force on an atom at 1.62 eV Å⁻¹. The value obtained for the LUMO energy (spin up / spin down) is 0.4 / 0.4 eV. Its relative energy (zero: lowest compared OMol25 entry of this formula, charge and spin) is 114.8 kcal per mole.



Formula: C6H13N3O2
Source: the Open Molecules 2025 dataset
Level of theory: wB97M-V/def2-TZVPD

Geometry as ORCA input:
```
! RIJCOSX wB97M-V def2-TZVPD def2/J DEFGRID3
* xyz 0 3
C 3.70 2.24 -0.41
C 2.96 1.14 -0.33
C -2.05 -0.97 -1.81
C -0.13 -0.22 2.17
C -0.90 -1.44 -0.86
C -0.94 0.22 0.93
N -0.35 -0.23 -0.34
N 1.62 1.17 -0.57
N 1.02 -0.09 -0.54
O 1.04 2.20 -0.26
O 1.73 -1.13 -0.63
H 4.70 2.20 -0.08
H 3.15 3.05 -0.74
H 3.34 0.05 -0.21
H -1.48 -0.44 -2.70
H -2.68 -1.85 -2.23
H -2.65 -0.33 -1.27
H -0.44 0.36 2.98
H -0.27 -1.27 2.30
H 0.92 0.00 1.89
H -1.30 -2.19 -0.14
H -0.28 -1.98 -1.62
H -1.95 -0.08 0.85
H -0.98 1.27 0.84
*
```

Its HOMO-LUMO gap (spin up / spin down) is 0.2939 / 0.2917 Eh. The calculation puts the largest force on an atom at 4.49 eV Å⁻¹. The expectation value of S² is 2.0222. The value obtained for the LUMO energy (spin up / spin down) is 1.0 / -1.2 eV. Its relative energy (zero: lowest compared OMol25 entry of this formula, charge and spin) is 62.1 kcal per mole.



Formula: C6H13N4
Source: the Open Molecules 2025 dataset
Level of theory: wB97M-V/def2-TZVPD

Geometry as ORCA input:
```
! RIJCOSX wB97M-V def2-TZVPD def2/J DEFGRID3
* xyz 1 1
C -0.58 0.03 -0.88
C 1.35 -1.35 -0.93
C -2.06 -0.52 -0.97
C 1.06 0.44 0.74
C 0.91 2.13 2.59
C 1.69 1.16 1.71
N 0.17 -1.09 -1.37
N 1.84 -0.58 0.06
N -2.06 -1.43 -2.10
N -0.23 0.35 0.47
H -0.32 0.95 -1.36
H 1.93 -2.18 -1.28
H -2.68 0.43 -1.23
H -0.04 2.38 2.03
H 1.53 3.06 2.65
H 0.55 1.59 3.50
H -2.37 -1.01 -0.08
H 2.69 0.70 1.94
H 2.82 -0.59 0.23
H -0.57 -1.80 -1.73
H -1.94 -0.77 -2.92
H -2.90 -1.98 -2.43
H -0.80 0.07 1.36
*
```

Its HOMO-LUMO gap is 0.3285 Eh. The calculation puts the largest force on an atom at 4.94 eV Å⁻¹. The value obtained for the LUMO energy is -3.1 eV. As for the SMILES: C/C=C1\N[C@H](CN)NC=[NH+]1. Its relative energy (zero: lowest compared OMol25 entry of this formula, charge and spin) is 35.0 kcal per mole.



Formula: C6H13N4O
Source: the Open Molecules 2025 dataset
Level of theory: wB97M-V/def2-TZVPD

Geometry as ORCA input:
```
! RIJCOSX wB97M-V def2-TZVPD def2/J DEFGRID3
* xyz 1 1
C 2.71 -1.38 -0.01
O 2.52 -0.67 -1.21
C 2.05 0.64 -1.04
C 0.56 0.69 -0.68
C 0.26 0.88 0.82
C -0.74 -0.10 1.43
N -1.91 -0.34 0.55
N -2.53 -1.47 0.45
N -3.55 -1.31 -0.37
C -3.55 -0.04 -0.77
N -2.50 0.57 -0.21
H 1.75 -1.63 0.47
H 3.22 -2.31 -0.24
H 3.31 -0.80 0.70
H 2.65 1.16 -0.27
H 2.23 1.15 -1.99
H 0.10 1.51 -1.25
H 0.13 -0.24 -1.06
H 1.19 0.71 1.39
H -0.04 1.90 1.05
H -0.32 -1.09 1.59
H -1.14 0.26 2.38
H -4.24 0.42 -1.44
H -2.15 1.51 -0.29
*
```

Its HOMO-LUMO gap is 0.3122 Eh. The calculation puts the largest force on an atom at 0.30 eV Å⁻¹. The value obtained for the LUMO energy is -4.6 eV. As for the SMILES: COCCCCn1nnc[nH+]1. Its relative energy (zero: lowest compared OMol25 entry of this formula, charge and spin) is 75.1 kcal per mole.



Formula: C6H13N5
Source: the Open Molecules 2025 dataset
Level of theory: wB97M-V/def2-TZVPD

Geometry as ORCA input:
```
! RIJCOSX wB97M-V def2-TZVPD def2/J DEFGRID3
* xyz 2 1
C 3.35 0.95 1.30
C 0.30 0.03 -0.06
C -2.62 1.13 0.89
C -0.97 0.53 -0.79
C 0.93 -2.18 -0.95
C 1.01 1.20 0.64
N 2.25 1.17 0.80
N 1.26 -0.79 -0.81
N -3.21 0.09 1.43
N -0.92 0.25 -2.08
N -1.82 1.16 -0.10
H 4.33 1.09 0.89
H 3.29 0.58 2.35
H -0.07 -0.66 0.70
H -3.03 2.13 1.21
H 1.61 -2.68 -1.56
H -0.07 -2.35 -1.51
H 1.06 -2.62 0.07
H 0.30 2.03 0.87
H -4.05 0.31 1.94
H -2.85 -0.84 1.26
H -0.11 -0.30 -2.44
H -1.78 0.07 -2.61
H 1.80 -0.30 -1.45
*
```

Its HOMO-LUMO gap is 0.3112 Eh. The calculation puts the largest force on an atom at 3.21 eV Å⁻¹. The value obtained for the LUMO energy is -8.2 eV. As for the SMILES: C=[N+]=C[C@H](NC)C(N)=[N+]=CN. Its relative energy (zero: lowest compared OMol25 entry of this formula, charge and spin) is 71.0 kcal per mole.



Formula: C6H13N9
Source: the Open Molecules 2025 dataset
Level of theory: wB97M-V/def2-TZVPD

Geometry as ORCA input:
```
! RIJCOSX wB97M-V def2-TZVPD def2/J DEFGRID3
* xyz 2 1
C -2.87 -0.32 0.08
C 2.98 0.32 -0.59
C 3.93 1.35 -1.03
C 3.26 0.22 1.96
C -4.07 0.03 0.98
C 0.53 -2.12 -1.10
N -2.71 0.45 -1.04
N -1.91 -1.22 0.26
N 2.16 -0.35 -1.38
N -1.64 0.03 -1.57
N 1.87 -1.14 0.58
N 2.74 -0.17 0.68
N -1.23 -0.98 -0.87
N 1.51 -1.20 -0.69
N -4.88 1.04 0.14
H 3.42 2.05 -1.70
H 4.17 1.86 -0.11
H 4.85 1.13 -1.48
H 4.16 0.79 1.64
H 2.67 0.70 2.66
H 3.56 -0.69 2.43
H -4.70 -0.86 1.02
H -3.72 0.49 1.84
H 0.27 -2.81 -0.38
H 0.56 -2.30 -2.23
H -4.32 1.27 -0.75
H -4.86 1.78 0.81
H -5.74 0.66 -0.20
*
```

Its HOMO-LUMO gap is 0.3071 Eh. The calculation puts the largest force on an atom at 5.55 eV Å⁻¹. The value obtained for the LUMO energy is -8.8 eV. Its relative energy (zero: lowest compared OMol25 entry of this formula, charge and spin) is 42.7 kcal per mole.